87
Properties=species:S:1:pos:R:3:forces:R:3:lowdin_charge:R:1 method="wB97M-V/def2-TZVPD" homo_lumo_gap_ha=0.26016 spin_multiplicity=1 charge=-1 e_tot_ev=-206036.292 homo_energy_ev=-4.972
Zn -0.6966 0.0753 -0.3945 0.422 0.023 0.097 0.62
Cl -3.8188 -6.0399 -1.5426 -0.138 -0.364 -0.126 0.62
C -3.4143 -4.4305 -1.0423 0.021 0.293 0.171 -0.69
C -3.8040 -3.9820 0.2044 0.049 -0.063 -0.209 -0.16
C -3.4424 -2.7034 0.5778 0.150 0.065 -0.277 -0.58
Cl -3.8830 -2.1499 2.1517 -0.243 0.081 0.346 0.72
C -2.6827 -1.8285 -0.2265 -0.261 -0.526 -0.114 -0.38
O -2.3896 -0.6379 0.1888 -0.329 0.531 0.336 -0.19
C -2.2629 -2.3654 -1.4760 0.078 -0.052 0.078 -0.22
C 0.5047 -2.8550 -1.2755 -0.800 -0.256 -0.145 -0.24
O 1.0614 -1.7710 -1.9801 0.908 0.405 -0.670 0.03
C -2.6448 -3.6342 -1.8730 -0.002 0.090 -0.055 -0.05
H -4.3540 -4.6111 0.8852 -0.088 -0.061 0.018 0.10
H 0.1114 -3.5888 -1.9852 -0.019 0.103 0.183 0.14
H -2.3082 -4.0123 -2.8251 0.103 -0.006 -0.113 0.12
O -1.3321 -1.6810 -2.2440 -0.383 -0.166 -0.198 -0.03
C -0.1731 -1.5404 -1.3730 0.161 -0.481 0.119 -0.40
C 1.0241 -3.5403 -0.0759 0.223 -0.029 0.257 -0.15
C 1.1486 -4.9275 -0.2210 0.026 -0.024 -0.046 -0.03
C 1.4758 -5.7525 0.8315 0.001 0.004 0.056 -0.08
C 1.6983 -5.1936 2.0804 0.090 -0.049 0.064 -0.08
C 1.6117 -3.8259 2.2366 -0.138 -0.053 -0.044 -0.09
C 1.2648 -2.9788 1.1828 -0.047 0.009 -0.084 -0.28
P 1.2578 -1.1556 1.4898 -0.009 -0.369 0.234 1.12
C 2.9693 -1.0712 2.1377 -0.075 0.271 -0.115 -0.36
C 3.3082 -0.1758 3.1475 0.039 -0.007 -0.065 -0.13
C 4.6048 -0.1153 3.6269 0.075 0.068 0.102 -0.09
C 5.5818 -0.9407 3.0955 0.137 0.037 0.003 -0.10
C 5.2664 -1.7885 2.0457 0.070 -0.017 -0.024 -0.08
C 3.9726 -1.8436 1.5595 0.041 0.030 0.014 -0.09
C 0.2889 -1.0210 3.0561 0.133 0.115 -0.105 -0.34
C -0.9815 -0.4609 2.9614 0.174 0.055 -0.127 -0.13
C -1.7726 -0.2905 4.0838 -0.078 0.048 0.170 -0.10
C -1.3072 -0.6794 5.3259 -0.085 0.061 -0.016 -0.09
C -0.0371 -1.2194 5.4376 0.190 -0.063 0.128 -0.09
C 0.7591 -1.3802 4.3178 -0.072 -0.043 0.067 -0.12
H 0.9659 -5.3643 -1.1933 -0.055 0.020 -0.080 0.11
H 1.5465 -6.8206 0.6795 0.009 -0.056 0.014 0.10
H 1.9484 -5.8147 2.9286 0.017 -0.064 0.056 0.10
H 1.8075 -3.4076 3.2103 0.018 0.029 0.077 0.09
H 2.5450 0.4571 3.5769 -0.018 0.036 0.067 0.09
H 4.8495 0.5707 4.4265 0.014 0.038 0.051 0.10
H 6.5892 -0.9156 3.4887 0.040 0.024 0.006 0.10
H 6.0282 -2.4178 1.6077 0.064 -0.028 -0.036 0.10
H 3.7348 -2.4994 0.7339 0.007 -0.093 -0.003 0.11
H -1.3715 -0.1665 1.9981 -0.120 -0.045 0.070 0.05
H -2.7521 0.1530 3.9858 -0.104 -0.010 -0.064 0.10
H -1.9256 -0.5562 6.2042 -0.028 0.027 0.060 0.10
H 0.3490 -1.5015 6.4071 0.013 -0.052 0.084 0.10
H 1.7602 -1.7665 4.4401 0.036 -0.032 0.030 0.09
C -0.4062 4.0532 0.5383 0.019 -0.086 -0.015 -0.28
As 0.6245 2.4014 0.8312 0.440 0.792 0.422 1.18
C 2.0070 2.7140 -0.5141 0.036 -0.025 -0.029 -0.28
C 1.7433 3.0345 2.4462 -0.444 -0.694 -0.338 -0.31
C 2.0199 4.4832 2.4897 0.073 0.336 -0.004 -0.33
C 1.0945 5.3613 3.0543 0.008 -0.115 0.040 -0.08
C 1.3177 6.7239 3.0719 -0.050 0.090 0.056 -0.09
C 2.4811 7.2456 2.5290 0.018 0.129 0.002 -0.11
C 3.4165 6.3881 1.9764 0.100 0.131 -0.039 -0.09
C 3.1902 5.0232 1.9578 -0.069 -0.137 0.009 -0.06
H 0.2231 4.9411 0.6039 0.015 -0.098 0.008 0.02
H -1.2197 4.1320 1.2598 0.033 -0.028 0.030 0.03
H -0.8347 3.9912 -0.4574 -0.006 -0.048 -0.030 0.01
H 2.4403 3.7092 -0.4019 -0.022 -0.014 0.082 0.02
H 1.5512 2.6374 -1.4989 -0.095 -0.027 -0.031 0.00
H 2.7902 1.9595 -0.4302 -0.006 -0.018 0.088 0.03
H 2.6708 2.4614 2.3888 -0.092 -0.044 0.007 0.05
H 1.1880 2.7242 3.3352 0.059 -0.071 -0.051 0.07
H 0.1850 4.9550 3.4777 -0.070 0.000 0.024 0.11
H 0.5821 7.3850 3.5099 -0.041 0.024 0.027 0.10
H 2.6566 8.3125 2.5431 0.019 0.043 -0.011 0.09
H 4.3316 6.7877 1.5596 0.039 -0.004 -0.025 0.10
H 3.9334 4.3620 1.5335 0.038 -0.070 -0.049 0.11
I -6.6531 3.0072 -5.4929 0.371 -0.025 0.230 0.78
C -4.8108 2.7714 -4.4612 -0.554 0.054 -0.269 -0.71
C -3.6308 2.8660 -5.1730 -0.016 0.035 -0.162 -0.16
C -2.4364 2.6933 -4.5009 0.083 -0.048 0.117 -0.02
C -2.4221 2.4072 -3.1415 0.120 0.046 0.010 -0.11
C -3.6212 2.3224 -2.4460 0.238 -0.103 0.027 -0.01
C -4.8237 2.5106 -3.1045 -0.222 0.043 0.039 -0.15
C -1.0804 2.2203 -2.4590 0.043 0.168 -0.359 -0.59
O -0.0724 2.6284 -3.0197 0.054 -0.004 -0.181 0.04
O -1.1189 1.6831 -1.3002 -0.425 0.393 0.116 -0.19
H -3.6384 3.0717 -6.2334 -0.024 -0.001 -0.042 0.09
H -1.4935 2.7663 -5.0204 0.094 0.016 -0.027 0.12
H -3.6050 2.0967 -1.3899 0.029 -0.061 0.075 0.12
H -5.7590 2.4537 -2.5660 -0.016 -0.036 0.011 0.09


21
Properties=species:S:1:pos:R:3:forces:R:3:nbo_charge:R:1 method="wB97M-V/def2-TZVPD" homo_lumo_gap_ha=0.28869 spin_multiplicity=1 charge=0 e_tot_ev=-8389.525 homo_energy_ev=-6.941
C 0.0006 -0.1377 -0.2269 3.827 -0.059 1.618 0.15
C 1.7148 -0.1166 0.7519 -0.719 -1.176 -2.022 -0.26
C -0.6166 0.3107 0.9908 -6.332 0.891 -1.285 -0.36
C -0.2821 -1.5489 -0.6849 0.178 0.376 0.259 -0.64
C -2.4701 0.5517 0.4611 2.490 0.060 1.457 -0.67
N 0.0266 0.7780 -1.2854 -0.389 -0.406 0.406 -0.87
N 2.7615 0.3822 -0.0810 0.350 0.077 -0.042 -0.83
H 0.2849 0.4137 -2.1907 0.114 0.698 0.207 0.39
H 0.0483 1.7551 -1.0299 0.216 -0.242 -0.668 0.39
H 2.7409 -0.0466 -0.9998 0.039 0.167 0.057 0.35
H 2.7191 1.3892 -0.1882 -0.051 -0.125 -0.114 0.35
H 1.8576 -1.1820 0.9288 0.121 -0.138 0.031 0.17
H 1.7810 0.3732 1.7240 -0.700 0.274 -0.147 0.18
H -0.6993 -0.4241 1.7805 0.378 0.096 0.126 0.22
H -0.3790 1.3252 1.2925 0.186 -0.142 0.212 0.20
H 0.4964 -1.8835 -1.3727 -0.019 -0.111 -0.054 0.21
H -1.2470 -1.5825 -1.1888 -0.039 -0.020 -0.109 0.22
H -0.3240 -2.2265 0.1643 0.098 -0.069 0.021 0.22
H -2.9098 -0.3065 -0.0450 0.328 -0.084 0.052 0.19
H -3.0091 0.7482 1.3866 -0.107 0.042 -0.069 0.19
H -2.4946 1.4274 -0.1872 0.029 -0.111 0.063 0.19